# 1
Below is an isolated molecule of C5H8P2 at a distorted geometry, with properties calculated with wB97M-V/def2-TZVPD.

The calculation puts the energy at -23887.3074 eV. The total charge is 0. The orbital gap is 8.305 eV. As for the multiplicity: 1. Its LUMO energy is -0.189 eV.

Geometry (Å):
P (0.1335, -0.6025, 0.4475)
P (-0.3079, 0.8518, -0.7202)
C (-0.5425, -0.7779, -3.4450)
C (0.6400, 0.3836, 2.9951)
C (-1.1531, -1.4985, -2.5975)
C (1.1487, 0.7067, 1.6456)
C (-1.0135, 0.1006, -2.2200)
H (2.2426, 0.6734, 1.5104)
H (0.8397, 1.6641, 1.3744)
H (0.1440, -0.7522, -4.3343)
H (-1.7106, -2.4570, -2.4488)
H (-0.4489, 0.6735, 2.9971)
H (-1.9499, 0.7012, -2.4172)
H (1.0846, 0.9658, 3.9079)
H (0.8934, -0.6325, 3.3050)

Atomic partial charges in e from the Mulliken method, atoms 1 to 2: 0.0346, -0.0317

***

# 2
Below is an isolated molecule of C6H10O, with properties calculated with wB97M-V/def2-TZVPD.

The calculation puts the energy at -8428.3534 eV. The total charge is 0. The orbital gap is 9.373 eV. As for the multiplicity: 1. Its LUMO energy is 0.875 eV.

Geometry (Å):
O (-1.0072, 0.4857, 1.8339)
C (-1.2241, -0.7603, 0.2024)
C (2.1417, 0.0038, -0.2988)
C (0.9755, 0.7945, 0.3020)
C (-2.0560, -0.1947, 1.3755)
C (-0.0277, -0.1385, 0.9426)
C (-1.7165, -0.0706, -1.0689)
H (-0.9099, 0.1578, -1.7725)
H (2.6441, -0.5941, 0.4710)
H (1.8082, -0.6857, -1.0835)
H (0.5101, -0.8720, 1.5530)
H (2.8915, 0.6682, -0.7386)
H (1.3456, 1.4688, 1.0830)
H (-2.2298, 0.8740, -0.8418)
H (0.4990, 1.4196, -0.4619)
H (-2.4403, -0.7095, -1.5792)
H (-1.2045, -1.8470, 0.0818)

Atomic partial charges in e from the Mulliken method, atoms 1 to 2: -0.2053, 0.2434

***

# 3
Below is a cluster of 2 separate species, C4H9NO2 in total, with properties calculated with wB97M-V/def2-TZVPD.

The calculation puts the energy at -9878.0981 eV. The total charge is 0. The SMILES is [H]/N=C/O.C/C=C/O. The orbital gap is 9.731 eV. As for the multiplicity: 1. Its LUMO energy is 0.824 eV.

Geometry (Å):
O (2.5154, 0.9375, -0.0521)
O (-0.5177, 1.1067, 1.6075)
N (-1.5461, -0.9306, 1.5131)
C (1.4329, 0.7138, -0.8554)
C (-0.3572, -0.7837, -1.7691)
C (-1.2951, 0.1511, 2.1222)
C (0.8049, -0.4609, -0.8772)
H (-0.0894, -1.5394, -2.5179)
H (-2.1529, -1.5232, 2.0737)
H (2.6448, 1.8861, 0.0532)
H (-1.1816, -1.1789, -1.1648)
H (1.1611, -1.2385, -0.2033)
H (-0.1690, 0.7654, 0.7561)
H (-0.7106, 0.1047, -2.3057)
H (1.1221, 1.5450, -1.4916)
H (-1.6615, 0.4449, 3.1113)

Atomic partial charges in e from the Mulliken method, atoms 1 to 2: -0.4657, -0.4754

***

# 4
Below is a structure of composition C18H38BIN4O9 at a distorted geometry, with properties calculated with wB97M-V/def2-TZVPD.

The calculation puts the energy at -52449.3160 eV. The total charge is 0. The orbital gap is 9.119 eV. As for the multiplicity: 1. Its LUMO energy is 0.162 eV.

Geometry (Å):
I (-0.3889, 0.1514, -4.5581)
O (-0.9382, -4.2467, 3.2766)
O (2.6230, 0.3185, 3.0455)
O (3.0761, -2.2822, -0.8803)
O (-4.8329, 4.4457, -4.8418)
O (1.2024, -0.1325, -0.7979)
O (2.2679, 2.3092, -2.2290)
O (2.5144, -4.4260, -0.5197)
O (-0.8655, -0.5648, -1.6296)
O (0.0657, 2.9006, -2.8911)
N (-3.7992, 6.3732, -5.4379)
N (-1.9062, -6.1519, 2.5082)
N (2.2138, -0.2513, 5.1981)
N (0.7765, 0.4996, -2.9075)
C (3.9947, -1.7677, 0.1014)
C (-2.8006, -6.7817, 1.5574)
C (0.8152, -1.6935, 1.1298)
C (-3.9119, 7.7428, -5.8948)
C (0.8518, -2.8445, 0.1292)
C (-1.2235, -6.9719, 3.4954)
C (0.7342, -0.2745, 0.5512)
C (2.2140, -3.2423, -0.4227)
C (1.5015, 0.0112, 6.4332)
C (-2.4814, 5.8081, -5.1944)
C (-2.0935, 3.4855, -1.9676)
C (3.1379, -1.3729, 5.1344)
C (-1.6808, -4.8279, 2.5085)
C (-0.6013, 3.3254, -1.6983)
C (2.0475, 0.5036, 4.1037)
C (0.2558, -0.1152, -1.7394)
C (-4.8778, 5.5954, -5.2274)
C (4.3360, -0.3151, -0.2232)
B (1.0325, 1.9566, -2.6857)
H (3.8527, -0.0123, -1.1404)
H (-2.3272, 4.9372, -5.8315)
H (-2.4041, 5.4860, -4.1572)
H (5.4070, -0.1723, -0.2982)
H (-2.2586, -7.5144, 0.9567)
H (-0.1954, 4.2783, -1.3712)
H (-1.7192, 6.5533, -5.4049)
H (-4.9597, 8.0040, -6.0260)
H (-3.3972, 7.8683, -6.8496)
H (1.3709, 0.3561, 1.1547)
H (0.1650, -2.6932, -0.6978)
H (-3.4698, 8.4242, -5.1649)
H (1.6427, -1.7517, 1.8232)
H (1.3241, 1.3234, 4.2452)
H (-1.4894, -6.6481, 4.5019)
H (4.1398, -1.0203, 4.8889)
H (-5.8306, 6.1109, -5.4396)
H (0.8548, 0.8770, 6.3110)
H (-0.0775, -1.8118, 1.7369)
H (-0.2700, 0.1213, 0.6379)
H (3.1565, -1.8799, 6.0948)
H (-2.2429, -4.2935, 1.7232)
H (2.2078, 0.2115, 7.2410)
H (-0.4271, 2.6285, -0.8777)
H (3.5908, -1.8368, 1.1025)
H (-0.1436, -6.8747, 3.3821)
H (-2.6958, 3.0324, -1.1910)
H (0.8883, -0.8497, 6.7045)
H (3.9690, 0.3336, 0.5654)
H (0.5195, -3.7369, 0.6447)
H (4.8993, -2.3631, 0.0345)
H (-3.2234, -6.0308, 0.8941)
H (2.8240, -2.0746, 4.3613)
H (-2.3364, 4.5377, -2.0509)
H (-2.3471, 3.0158, -2.9097)
H (-1.5096, -8.0114, 3.3615)
H (-3.6148, -7.2867, 2.0807)
H (2.8680, 1.5988, -2.4622)

Atomic partial charges in e from the Mulliken method, atoms 1 to 2: 0.1118, -0.6461

***

# 5
Below is the ion C9H18NO4 with charge +1 at a distorted geometry, with properties calculated with wB97M-V/def2-TZVPD.

The calculation puts the energy at -19290.4626 eV. The total charge is +1. The SMILES is CC/C=C(\C)C(=O)[N+](OC)(OC)OC. The orbital gap is 9.542 eV. As for the multiplicity: 1. Its LUMO energy is -4.037 eV.

Geometry (Å):
O (0.9410, 0.9926, 0.8605)
O (1.1648, -2.0984, 0.1940)
O (2.6459, -0.1391, -0.0208)
O (1.0403, 0.8786, -1.2694)
N (1.3401, 0.1470, -0.1600)
C (-0.8938, -1.0195, -0.2893)
C (-1.5592, 0.1379, -0.4625)
C (0.5029, -1.1634, -0.1468)
C (-1.5781, -2.3247, 0.2112)
C (1.1410, 0.4555, 2.1991)
C (-3.5231, 0.8175, 0.9701)
C (-3.0725, 0.2668, -0.4057)
C (3.6619, 0.9387, -0.2274)
C (1.6883, 0.4587, -2.4568)
H (-3.5630, 1.8791, 0.8387)
H (3.1978, 1.8690, 0.0012)
H (-0.9278, -3.2139, 0.4638)
H (0.9226, 0.4619, -3.2619)
H (2.4210, 1.1418, -2.8064)
H (2.0762, -0.6040, -2.1846)
H (-1.0556, 1.0575, -0.7717)
H (3.8851, 0.9211, -1.2353)
H (-3.2023, 0.9532, -1.1938)
H (-3.4189, -0.6969, -0.5717)
H (1.1948, 1.3777, 2.8113)
H (1.9936, -0.0928, 2.1557)
H (-2.4110, -2.6405, -0.3403)
H (-1.9572, -2.3674, 1.2459)
H (-2.8135, 0.5044, 1.8421)
H (4.3749, 0.7336, 0.4594)
H (-4.5554, 0.4900, 1.0578)
H (0.3389, -0.1220, 2.4936)

Atomic partial charges in e from the Mulliken method, atoms 1 to 2: -0.4253, -0.4684

***

# 6
Below is an isolated molecule of C8H8ClNO at a distorted geometry, with properties calculated with wB97M-V/def2-TZVPD.

The calculation puts the energy at -24483.6183 eV. The total charge is 0. The SMILES is CC(=O)Nc1ccc(Cl)cc1. The orbital gap is 9.829 eV. As for the multiplicity: 1. Its LUMO energy is 0.703 eV.

Geometry (Å):
Cl (-4.4000, -0.1446, 0.1375)
O (3.6398, 0.5583, -0.0086)
N (1.4619, 0.7649, -0.5234)
C (-0.5021, -0.6886, -0.6648)
C (-1.9523, -0.9267, -0.5146)
C (-2.1248, 1.3627, 0.2298)
C (0.0101, 0.5221, -0.4264)
C (2.1891, -1.2304, 0.5702)
C (-2.6480, 0.0886, -0.0638)
C (-0.8303, 1.5495, 0.0506)
C (2.5043, -0.0037, 0.0241)
H (-2.9103, 2.1731, 0.4903)
H (1.7478, 1.5670, -0.5805)
H (0.0253, -1.5265, -0.8965)
H (-0.3682, 2.4661, 0.3318)
H (1.3596, -1.1055, 1.1478)
H (2.1227, -2.1062, -0.0699)
H (-2.3588, -1.7977, -0.7501)
H (3.0342, -1.5226, 1.5164)

Atomic partial charges in e from the Mulliken method, atoms 1 to 2: -0.2299, -0.6465

***

# 7
Below is a structure of composition C35H31N4O5SbY at a distorted geometry, with properties calculated with wB97M-V/def2-TZVPD.

The calculation puts the energy at -60572.6228 eV. The total charge is +1. The orbital gap is 6.222 eV. As for the multiplicity: 1. Its LUMO energy is -4.578 eV.

Geometry (Å):
Sb (-0.2236, -1.2076, 0.4903)
Y (-0.5317, -0.6575, -2.5399)
O (2.4487, -2.3148, -1.3109)
O (1.5825, -0.7376, -2.6383)
O (0.6940, -2.9933, -5.8256)
O (-0.6065, 3.9048, 3.9010)
O (-0.8074, 1.8499, 4.7117)
N (-0.1605, -2.4178, -3.7659)
N (-0.2806, 0.0798, -4.9867)
N (-2.3486, 1.0043, -3.0617)
N (-0.3806, 1.4950, -1.1882)
C (0.7639, -4.0082, 0.8582)
C (0.7507, 2.1564, 2.9594)
C (4.2425, -0.0331, 2.5071)
C (-3.6074, 3.1441, -4.3158)
C (-3.1427, -0.7551, 3.7314)
C (1.1289, 0.8843, 2.8439)
C (1.5966, -5.0855, 2.8315)
C (4.4751, 1.3162, 3.0170)
C (-3.4484, 1.1355, 2.2973)
C (2.6555, 2.1334, 1.5672)
C (1.3936, 2.9637, 1.8378)
C (-0.7684, -1.1166, -5.7156)
C (0.9865, -3.0452, -3.1069)
C (-4.0269, 1.8459, -4.5412)
C (-0.2901, 2.5867, 3.9237)
C (0.4754, 1.6832, -0.0493)
C (2.0601, 0.7078, 1.6613)
C (1.4481, -3.9006, 3.5381)
C (3.7397, 2.3377, 2.5840)
C (3.1280, -0.3328, 1.8422)
C (0.4921, 2.8343, 0.6415)
C (0.9528, -2.7725, 2.9078)
C (0.6060, -2.8139, 1.5585)
C (-2.1233, -1.2166, 2.9109)
C (-0.0315, -2.3252, -5.1168)
C (-2.5534, 3.3647, -3.4377)
C (-3.8006, 0.4241, 3.4326)
C (1.2209, 0.4555, 0.3961)
C (1.2555, -5.1399, 1.4915)
C (1.7776, -1.9983, -2.2665)
C (-1.7421, -0.4960, 1.7867)
C (-1.9575, 2.2714, -2.8250)
C (-0.8952, 2.4812, -1.8177)
C (-3.3644, 0.8071, -3.8961)
C (-2.4303, 0.6754, 1.4793)
H (-2.1791, 1.2488, 0.5957)
H (5.0042, -0.7840, 2.6572)
H (0.7445, 0.0973, 3.4739)
H (-1.8511, -1.1969, -5.5742)
H (2.9815, -1.3208, 1.4259)
H (1.9777, -5.9663, 3.3291)
H (3.9513, 3.3473, 2.9128)
H (0.5290, -4.0571, -0.1975)
H (1.3765, -6.0585, 0.9355)
H (1.7243, -3.8536, 4.5820)
H (1.6770, -3.4311, -3.8677)
H (0.7343, 0.1201, -5.0854)
H (0.7204, -3.8816, -2.4569)
H (-0.6329, 3.5157, -1.5948)
H (-0.0101, 4.3831, 3.3159)
H (-4.5828, 0.7897, 4.0818)
H (-1.6350, -2.1473, 3.1638)
H (-0.1745, 3.6499, 0.3993)
H (1.6163, 4.0088, 2.0662)
H (-4.8507, 1.6251, -5.2019)
H (-3.4151, -1.3216, 4.6101)
H (-3.6685, -0.2203, -4.0594)
H (-4.0934, 3.9742, -4.8071)
H (-2.2087, 4.3631, -3.2162)
H (3.0446, 2.3422, 0.5627)
H (1.8896, 0.1084, -0.4026)
H (-0.6458, 0.9242, -5.4181)
H (-0.5465, -1.1017, -6.7839)
H (0.8502, -1.8640, 3.4834)
H (5.2836, 1.4783, 3.7154)
H (-3.9640, 2.0541, 2.0529)

Atomic partial charges in e from the Mulliken method, atoms 1 to 2: 1.8621, 0.4174

***

Short version: energy relative to the best compared isomer or geometry (same formula, charge and spin) = 315.0 278.5 189.4 0.0 873.7 212.4 301.2 kJ/mol, in the order given.